<i>
The following is a quantum chemistry calculation of 2 unconnected molecules or ions with the total composition C2H9NOS2, from the OMol25 dataset.

Atoms and positions in Å:
N  -2.068  2.832  1.497
C  -1.160  2.594  0.330
C  -0.667  1.099  0.345
S  0.630  0.856  -0.841
S  0.843  -1.234  -0.506
H  -1.588  3.519  2.083
H  -2.947  3.149  1.151
H  -0.208  3.140  0.464
H  -1.769  2.963  -0.610
H  -1.492  0.416  0.056
H  -0.483  1.003  1.414
H  0.430  -1.685  -1.697
O  0.875  -4.907  0.396
H  1.234  -4.079  0.074
H  1.519  -5.120  1.083

SMILES: NCCSS.O
Frontier orbital gap, eV: 9.185
Molecular weight, g mol⁻¹: 127.23



<ii>
The following is a quantum chemistry calculation of 2 unconnected molecules or ions with the total composition C2H9NOS2, from the OMol25 dataset.

Atoms and positions in Å:
N  2.067  1.324  0.551
C  0.866  1.490  -0.277
C  -0.360  1.224  0.607
S  -1.784  0.444  -0.239
S  -1.568  -1.531  0.200
H  2.011  1.896  1.385
H  2.889  1.539  0.007
H  0.824  2.467  -0.757
H  0.901  0.704  -1.029
H  -0.075  0.496  1.360
H  -0.719  2.177  0.978
H  -1.948  -1.532  1.493
O  3.677  -1.450  -1.057
H  3.203  -0.813  -0.505
H  3.618  -2.274  -0.551

SMILES: NCCSS.O
Frontier orbital gap, eV: 9.497
Molecular weight, g mol⁻¹: 127.23



Which structure is the most stable? The one labeled <ii>.